1.
Below is the molecule C6H15NO, with properties calculated with ωB97M-V/def2-TZVPD.

Its charge is 0. The calculation puts the LUMO energy at 0.0347 Eh. As for the SMILES: CCCC[C@H](N)CO. The largest force on an atom comes out at 4.06 eV Å⁻¹. The value obtained for the energy above the lowest of the compared OMol25 structures with the same formula, charge and spin is 271.8 kJ/mol. The HOMO-LUMO gap comes out at 0.3762 Ha.

Last column: natural (NBO) charge in e.
Cartesian coordinates (Å):
C -0.663 -2.461 1.978  -0.6235
C 0.663 -2.098 1.224  -0.3965
C 0.373 -1.672 -0.245  -0.4113
C 0.948 -0.248 -0.465  -0.4274
C 0.033 0.804 -1.063  -0.0736
N 0.985 1.847 -1.483  -0.8479
C -0.911 1.245 0.072  -0.0792
O -1.485 2.510 -0.317  -0.7295
H -0.549 -3.170 2.764  0.2116
H -1.384 -2.700 1.205  0.2065
H -0.959 -1.660 2.710  0.2073
H 1.387 -2.898 1.335  0.2063
H 1.034 -1.164 1.794  0.1894
H -0.676 -1.647 -0.527  0.2041
H 0.962 -2.422 -0.854  0.2115
H 1.678 -0.009 0.287  0.2146
H 1.696 -0.412 -1.252  0.2056
H -0.561 0.481 -1.985  0.2013
H 1.928 1.594 -1.199  0.3579
H 0.914 2.822 -1.228  0.3529
H -1.852 0.634 0.068  0.1963
H -0.419 1.376 1.063  0.1711
H -0.796 3.179 -0.415  0.4526



2.
Below is a structure of composition C3H4N2OS, with properties calculated with ωB97M-V/def2-TZVPD.

Its charge is 0. The calculation puts the LUMO energy (alpha / beta) at -0.0723 / -0.0723 Eh. The largest force on an atom comes out at 4.25 eV Å⁻¹. The value obtained for the energy above the lowest of the compared OMol25 structures with the same formula, charge and spin is 534.5 kJ/mol. The HOMO-LUMO gap (alpha / beta) comes out at 0.2239 / 0.2240 Ha.

Last column: natural (NBO) charge in e.
Cartesian coordinates (Å):
C 1.678 0.530 -0.650  -0.1100
C 1.220 1.770 -0.836  -0.0135
C -0.097 0.576 0.327  0.4243
N 0.830 -0.278 0.101  -0.5820
N -1.925 -1.956 0.829  -0.9098
O -0.053 1.789 -0.185  -0.4574
S -2.632 -0.742 1.520  0.3954
H 2.735 0.181 -0.850  0.2135
H 1.531 2.566 -1.420  0.2089
H -1.158 -2.330 1.361  0.4150
H -2.128 -2.104 -0.197  0.4156



3.
Below is a cluster of 2 separate species, C3H3N3O in total, with properties calculated with ωB97M-V/def2-TZVPD.

Its charge is 0. The calculation puts the LUMO energy (alpha / beta) at -0.0618 / -0.0617 Eh. The largest force on an atom comes out at 5.12 eV Å⁻¹. The value obtained for the energy above the lowest of the compared OMol25 structures with the same formula, charge and spin is 647.3 kJ/mol. The HOMO-LUMO gap (alpha / beta) comes out at 0.2807 / 0.2808 Ha.

Last column: natural (NBO) charge in e.
Cartesian coordinates (Å):
C -2.153 1.300 1.692  0.0615
C -0.589 -0.747 -1.312  0.2615
C 2.064 -0.307 -0.429  0.1364
N -2.070 0.973 2.793  -0.3120
N -1.305 -1.027 -2.180  -0.3347
N -0.202 -0.851 -0.119  -0.2944
O 1.110 -0.761 0.230  -0.1465
H 1.969 0.266 -1.350  0.1852
H 3.061 -0.281 0.069  0.1951
H -1.885 1.436 0.606  0.2478



4.
Below is a structure of composition H9Li3O5, with properties calculated with ωB97M-V/def2-TZVPD.

Its charge is +2. The calculation puts the LUMO energy at -0.3447 Eh. The largest force on an atom comes out at 10.46 eV Å⁻¹. The value obtained for the energy above the lowest of the compared OMol25 structures with the same formula, charge and spin is 1258.9 kJ/mol. The HOMO-LUMO gap comes out at 0.3719 Ha.

Last column: natural (NBO) charge in e.
Cartesian coordinates (Å):
Li 0.589 1.176 1.304  0.9341
Li 0.164 -0.456 2.395  0.9755
Li -1.728 0.889 1.493  0.9725
O -0.591 0.085 1.373  -1.3857
H -0.437 -0.279 0.479  0.4471
O -0.767 -1.530 -0.171  -0.8394
H -0.969 -0.830 0.450  0.4015
H -1.534 -1.573 -0.742  0.5368
O -0.459 1.780 -1.212  -0.8879
H 0.187 1.164 -0.866  0.4448
H -1.288 1.503 -0.821  0.4184
O 1.080 -1.019 -0.999  -0.9064
H 0.432 -1.572 -0.561  0.4751
H 0.640 -0.717 -1.794  0.5015
O 1.370 0.705 0.129  -1.0897
H 1.166 -0.213 -0.052  0.4527
H 2.143 0.889 -0.405  0.5493



5.
Below is a cluster of 12 separate species, C17H58N4O12 in total, with properties calculated with ωB97M-V/def2-TZVPD.

Its charge is 0. The calculation puts the LUMO energy at -0.0123 Eh. As for the SMILES: NC(N)=O.NC(N)=O.CCO.CCO.CCO.CCO.CCO.CO.CO.CO.CO.CO. The largest force on an atom comes out at 9.47 eV Å⁻¹. The value obtained for the energy above the lowest of the compared OMol25 structures with the same formula, charge and spin is 632.3 kJ/mol. The HOMO-LUMO gap comes out at 0.2999 Ha.

Last column: Löwdin charge in e.
Cartesian coordinates (Å):
N -3.866 -2.643 0.321  0.1733
C -3.478 -1.427 -0.065  -0.5905
N -4.497 -0.640 -0.151  0.1752
O -2.181 -1.123 -0.396  -0.1104
H -3.047 -3.319 0.309  0.0947
H -4.625 -2.917 0.920  0.1124
H -4.271 0.275 -0.583  0.1211
H -5.528 -0.856 -0.141  0.1596
N -1.258 -1.822 2.461  0.2194
C -0.110 -2.196 2.840  -0.5617
N 0.121 -2.262 4.135  0.1444
O 0.941 -2.620 1.971  -0.1105
H -1.386 -1.749 1.486  0.0467
H -1.998 -1.595 3.159  0.1635
H 0.958 -2.734 4.396  0.1254
H -0.616 -2.101 4.859  0.1615
C 0.671 3.435 1.165  -0.0664
C 0.239 4.289 0.018  -0.3615
O 1.225 5.173 -0.359  -0.0360
H 1.556 2.890 0.926  0.0653
H 0.065 2.633 1.419  0.0231
H 0.818 4.042 1.980  0.0651
H -0.730 4.717 0.278  0.1088
H 0.067 3.500 -0.702  0.0721
H 0.917 5.574 -1.210  0.1148
C -0.644 -4.151 -0.403  -0.0766
C -1.269 -5.100 0.614  -0.2848
O -2.655 -5.248 0.307  -0.1111
H -1.039 -4.288 -1.412  0.0812
H 0.416 -4.185 -0.487  0.0712
H -0.874 -3.159 -0.088  0.0206
H -1.133 -4.664 1.592  0.0894
H -0.854 -6.105 0.597  0.1119
H -2.998 -5.977 0.858  0.1017
C 1.711 -1.188 -0.865  -0.0397
C 0.934 -0.108 -0.082  -0.3092
O 0.272 0.749 -0.921  -0.0701
H 1.158 -1.751 -1.625  0.0698
H 2.016 -2.016 -0.226  0.0571
H 2.485 -0.688 -1.402  0.0610
H 1.696 0.304 0.551  0.0933
H 0.263 -0.636 0.592  0.0810
H -0.592 0.375 -0.976  0.0477
C 1.854 1.290 -3.560  -0.0674
C 2.171 2.545 -2.751  -0.2671
O 2.523 2.168 -1.448  -0.1114
H 1.011 0.718 -3.191  0.0378
H 2.716 0.660 -3.829  0.0909
H 1.386 1.679 -4.461  0.0622
H 1.298 3.221 -2.604  0.1080
H 2.932 3.109 -3.159  0.0919
H 1.738 1.729 -1.044  0.0484
C -2.113 1.943 -4.216  -0.0648
C -2.260 2.543 -2.815  -0.2955
O -2.569 1.462 -1.971  -0.1246
H -2.905 1.196 -4.430  0.0860
H -1.133 1.484 -4.345  0.0597
H -2.358 2.711 -4.946  0.0680
H -3.108 3.335 -2.744  0.1385
H -1.351 3.043 -2.503  0.0884
H -2.558 1.836 -1.082  0.0249
C -1.515 -1.649 -3.265  -0.1734
O -2.828 -1.298 -2.966  -0.1244
H -1.105 -2.502 -2.651  0.0670
H -0.788 -0.831 -3.228  0.0597
H -1.475 -2.004 -4.309  0.0822
H -2.812 -0.462 -2.510  0.0051
C 3.893 -1.991 2.909  -0.1624
O 3.409 -1.324 1.772  -0.1043
H 4.862 -1.553 3.170  0.0863
H 4.090 -3.062 2.871  0.0824
H 3.352 -1.738 3.734  0.0172
H 2.598 -1.710 1.505  -0.0221
C 5.284 1.410 0.244  -0.2396
O 4.257 2.142 0.712  -0.1342
H 6.029 1.105 1.020  0.0860
H 5.730 2.077 -0.562  0.0938
H 4.993 0.442 -0.210  0.0706
H 3.669 2.347 -0.042  0.0413
C 1.024 1.029 3.569  -0.1586
O 1.561 0.075 4.438  -0.1443
H -0.026 0.831 3.452  0.0513
H 1.491 0.835 2.646  0.0489
H 1.219 2.052 3.858  0.0897
H 1.070 -0.806 4.309  0.0339
C -2.261 1.543 1.637  -0.1058
O -2.352 2.514 0.538  -0.1234
H -3.229 1.416 2.169  0.0898
H -1.637 1.897 2.451  0.0506
H -1.804 0.572 1.372  0.0585
H -2.853 3.287 0.810  0.1004



6.
Below is a structure of composition C5H8O2, with properties calculated with ωB97M-V/def2-TZVPD.

Its charge is 0. The calculation puts the LUMO energy at 0.0339 Eh. The largest force on an atom comes out at 0.78 eV Å⁻¹. The value obtained for the energy above the lowest of the compared OMol25 structures with the same formula, charge and spin is 130.2 kJ/mol. The HOMO-LUMO gap comes out at 0.3926 Ha.

Last column: natural (NBO) charge in e.
Cartesian coordinates (Å):
C -1.498 -0.784 -0.035  -0.6225
C -0.510 0.374 -0.106  0.1674
O -1.159 1.554 -0.440  -0.7006
C 0.602 0.356 1.028  -0.4052
C 1.507 -0.575 0.077  -0.4953
C 0.746 0.206 -0.934  0.5473
O 1.149 1.041 -1.717  -0.5693
H -2.382 -0.488 0.540  0.2309
H -1.828 -1.047 -1.044  0.2228
H -1.068 -1.673 0.437  0.2067
H -0.588 1.946 -1.129  0.4926
H 0.943 1.388 1.184  0.2335
H 0.343 -0.118 1.976  0.2248
H 2.592 -0.586 -0.073  0.2392
H 1.150 -1.595 0.236  0.2276